{
  "formula": "C3H6ClFeO",
  "method": "ωB97M-V/def2-TZVPD",
  "charge": 1,
  "gap_ev": [5.71, 4.29],
  "largest_force_ev_per_a": 2.2,
  "e_lumo_ev": [-5.3, -9.1],
  "multiplicity": 7,
  "s2": 12.011,
  "elements": ["Fe", "Cl", "C", "C", "O", "C", "H", "H", "H", "H", "H", "H"],
  "coordinates": [[10.084, 6.860, 10.120], [8.241, 5.560, 9.303], [5.737, 3.889, 11.495], [5.123, 3.512, 10.131], [5.316, 2.414, 9.618], [4.264, 4.552, 9.468], [5.062, 4.201, 12.292], [6.518, 4.601, 11.228], [6.269, 2.987, 11.800], [3.557, 5.100, 10.092], [3.553, 4.114, 8.768], [4.790, 5.332, 8.917]]
}


{
  "formula": "C2H6N2S2",
  "method": "ωB97M-V/def2-TZVPD",
  "charge": 0,
  "gap_ev": 8.79,
  "smiles": "CN(S)/C=N\\S",
  "e_above_lowest_kj_mol": 255.6,
  "largest_force_ev_per_a": 3.8,
  "e_lumo_ev": 0.5,
  "multiplicity": 1,
  "elements": ["C", "N", "S", "C", "N", "S", "H", "H", "H", "H", "H", "H"],
  "coordinates": [[-1.700, 0.059, -0.738], [-0.242, 0.149, -0.659], [0.529, -1.461, -1.132], [0.344, 0.767, 0.515], [1.447, 0.747, 1.137], [2.784, 0.005, 0.394], [-2.216, 0.965, -0.501], [-2.096, -0.644, 0.158], [-2.096, -0.167, -1.755], [0.153, -2.148, 0.117], [-0.418, 1.465, 0.791], [3.512, 0.263, 1.675]]
}


{
  "formula": "C7H54INO25",
  "method": "ωB97M-V/def2-TZVPD",
  "charge": 0,
  "gap_ev": 7.15,
  "largest_force_ev_per_a": 2.1,
  "e_lumo_ev": -0.3,
  "multiplicity": 1,
  "elements": ["C", "C", "C", "I", "O", "C", "O", "N", "C", "C", "C", "O", "H", "H", "H", "H", "H", "H", "H", "H", "H", "H", "O", "H", "H", "O", "H", "H", "O", "H", "H", "O", "H", "H", "O", "H", "H", "O", "H", "H", "O", "H", "H", "O", "H", "H", "O", "H", "H", "O", "H", "H", "O", "H", "H", "O", "H", "H", "O", "H", "H", "O", "H", "H", "O", "H", "H", "O", "H", "H", "O", "H", "H", "O", "H", "H", "O", "H", "H", "O", "H", "H", "O", "H", "H", "O", "H", "H"],
  "coordinates": [[4.336, -1.059, 1.188], [4.107, -2.356, 0.767], [3.061, -2.750, -0.203], [3.975, -2.388, -2.157], [1.868, -1.985, -0.184], [0.950, -2.459, 0.698], [1.221, -3.217, 1.590], [-0.329, -2.030, 0.346], [-1.362, -2.356, 1.355], [-0.471, -0.582, 0.109], [0.462, 0.390, 0.769], [-1.392, -0.234, -0.574], [3.612, -0.541, 1.814], [5.244, -0.537, 0.910], [4.660, -3.188, 1.209], [2.869, -3.820, -0.201], [-1.475, -1.545, 2.073], [-2.306, -2.418, 0.816], [-1.190, -3.310, 1.839], [1.487, 0.268, 0.424], [0.408, 0.346, 1.856], [0.132, 1.378, 0.472], [7.178, -0.729, -2.839], [7.946, -1.194, -3.200], [6.608, -0.588, -3.601], [-2.319, 0.738, 2.163], [-2.423, 1.518, 1.599], [-3.002, 0.125, 1.875], [5.874, 1.373, -0.613], [6.506, 2.099, -0.575], [6.330, 0.681, -1.116], [-4.066, -1.618, 2.684], [-4.736, -1.975, 2.090], [-4.212, -2.091, 3.510], [6.328, -4.650, 2.327], [7.090, -5.196, 2.114], [6.000, -5.011, 3.157], [-5.661, 0.989, 0.808], [-5.308, 0.285, 1.361], [-5.000, 1.119, 0.114], [8.539, -3.131, -3.971], [7.872, -3.513, -4.549], [8.474, -3.643, -3.153], [-4.949, 4.001, 1.133], [-4.803, 4.204, 0.204], [-5.072, 3.040, 1.129], [-5.281, 2.646, -1.419], [-5.205, 3.339, -2.089], [-6.058, 2.149, -1.706], [-0.147, -4.562, -1.687], [0.791, -4.780, -1.657], [-0.246, -3.795, -1.108], [8.836, -4.032, -1.154], [8.162, -3.590, -0.625], [9.440, -4.426, -0.518], [-8.239, 2.477, -1.638], [-8.640, 2.992, -0.932], [-8.935, 2.369, -2.294], [3.240, 2.785, -0.101], [4.102, 2.366, -0.229], [3.360, 3.691, -0.400], [-0.567, -5.956, -4.135], [-1.433, -6.171, -4.493], [-0.724, -5.227, -3.516], [0.611, -8.715, -4.112], [0.880, -8.237, -4.902], [0.202, -8.025, -3.576], [-2.963, 5.657, 2.433], [-2.900, 6.362, 1.782], [-3.760, 5.160, 2.177], [-5.463, 3.264, -4.223], [-6.253, 3.197, -4.774], [-5.111, 2.368, -4.201], [-7.966, 2.379, -6.089], [-7.806, 2.630, -7.005], [-8.069, 1.422, -6.113], [-1.371, 3.280, 1.080], [-1.122, 3.800, 0.310], [-1.860, 3.893, 1.644], [4.652, 1.208, 3.185], [5.047, 1.662, 2.434], [4.160, 1.887, 3.657], [-3.232, 6.284, 5.671], [-3.097, 6.505, 4.741], [-3.349, 5.330, 5.661], [-1.795, 8.223, 7.348], [-2.509, 7.896, 6.784], [-1.962, 7.805, 8.197]]
}


{
  "formula": "C38H58BFN2O15S",
  "method": "ωB97M-V/def2-TZVPD",
  "charge": 0,
  "gap_ev": 9.32,
  "smiles": "CB(O)[C@@](CCCCOC(C)=O)(OCC[C@@H](C)F)[C@H](OCCCCCCCCSc1nnco1)c1ccccc1.O=C1OCCO1.O=C1OCCO1.O=C1OCCO1",
  "largest_force_ev_per_a": 2.1,
  "e_lumo_ev": 0.0,
  "multiplicity": 1,
  "elements": ["C", "B", "O", "C", "C", "C", "C", "C", "O", "C", "C", "O", "O", "C", "C", "C", "C", "F", "C", "O", "C", "C", "C", "C", "C", "C", "C", "C", "S", "C", "N", "N", "C", "O", "C", "C", "C", "C", "C", "C", "H", "H", "H", "H", "H", "H", "H", "H", "H", "H", "H", "H", "H", "H", "H", "H", "H", "H", "H", "H", "H", "H", "H", "H", "H", "H", "H", "H", "H", "H", "H", "H", "H", "H", "H", "H", "H", "H", "H", "H", "H", "H", "H", "H", "H", "H", "O", "C", "O", "C", "C", "O", "H", "H", "H", "H", "O", "C", "O", "C", "C", "O", "H", "H", "H", "H", "O", "C", "O", "C", "C", "O", "H", "H", "H", "H"],
  "coordinates": [[8.308, -0.020, 2.860], [6.794, -0.299, 3.294], [6.590, -0.936, 4.511], [5.574, 0.197, 2.370], [5.292, 1.614, 2.999], [4.371, 2.493, 2.131], [5.161, 3.471, 1.234], [5.937, 4.527, 2.021], [6.734, 5.342, 1.124], [7.882, 4.700, 0.742], [8.013, 4.273, -0.713], [8.804, 4.485, 1.507], [5.926, 0.497, 1.029], [6.377, -0.571, 0.237], [6.746, 0.027, -1.149], [6.872, -1.106, -2.182], [5.764, -0.938, -3.236], [8.115, -1.012, -2.814], [4.254, -0.606, 2.545], [3.796, -0.601, 3.909], [2.553, 0.061, 4.062], [1.360, -0.884, 3.744], [0.399, -0.328, 2.671], [-0.661, 0.648, 3.241], [-2.048, 0.422, 2.600], [-1.998, 0.415, 1.046], [-3.195, 1.162, 0.395], [-3.713, 0.368, -0.822], [-4.940, 1.408, -1.728], [-6.262, 1.599, -0.578], [-7.321, 0.888, -0.423], [-8.008, 1.514, 0.598], [-7.354, 2.523, 0.990], [-6.194, 2.637, 0.276], [4.269, -2.048, 2.076], [5.093, -3.042, 2.553], [4.992, -4.328, 2.080], [4.063, -4.683, 1.136], [3.239, -3.694, 0.633], [3.352, -2.414, 1.106], [8.682, -0.873, 2.287], [8.915, 0.159, 3.754], [8.301, 0.902, 2.263], [6.797, -0.367, 5.259], [5.008, 1.544, 4.050], [6.278, 2.105, 2.988], [3.751, 1.916, 1.434], [3.664, 3.097, 2.717], [4.485, 3.961, 0.523], [5.871, 2.913, 0.612], [5.216, 5.216, 2.470], [6.618, 4.121, 2.773], [7.524, 4.989, -1.383], [9.060, 4.163, -0.993], [7.528, 3.303, -0.870], [5.632, -1.353, 0.031], [7.288, -1.077, 0.585], [6.038, 0.813, -1.422], [7.751, 0.449, -1.019], [6.823, -2.084, -1.689], [6.037, -0.049, -3.814], [4.843, -0.743, -2.678], [5.679, -1.830, -3.859], [3.475, -0.079, 1.975], [2.478, 0.298, 5.132], [2.487, 1.023, 3.535], [0.767, -1.014, 4.660], [1.732, -1.884, 3.503], [0.984, 0.129, 1.863], [-0.147, -1.181, 2.247], [-0.768, 0.428, 4.310], [-0.365, 1.696, 3.109], [-2.754, 1.175, 2.971], [-2.427, -0.547, 2.952], [-1.071, 0.916, 0.747], [-1.978, -0.630, 0.719], [-3.991, 1.261, 1.139], [-2.881, 2.163, 0.086], [-4.282, -0.482, -0.432], [-2.908, 0.048, -1.483], [-7.626, 3.231, 1.756], [5.834, -2.817, 3.315], [5.652, -5.112, 2.443], [3.982, -5.705, 0.783], [2.486, -3.940, -0.111], [2.682, -1.660, 0.692], [-9.136, -5.634, -1.217], [-9.063, -4.484, -1.508], [-10.090, -3.755, -2.025], [-9.681, -2.381, -2.026], [-8.179, -2.483, -2.036], [-7.948, -3.728, -1.373], [-10.074, -1.861, -2.897], [-10.063, -1.899, -1.124], [-7.769, -2.541, -3.047], [-7.698, -1.664, -1.506], [-6.230, 6.070, -5.735], [-6.496, 5.807, -4.611], [-6.125, 6.551, -3.534], [-6.819, 6.047, -2.394], [-7.127, 4.627, -2.802], [-7.215, 4.719, -4.223], [-6.197, 6.105, -1.504], [-7.721, 6.643, -2.237], [-6.325, 3.933, -2.542], [-8.062, 4.262, -2.380], [-9.018, -5.369, -8.245], [-9.279, -5.679, -7.131], [-8.948, -4.951, -6.031], [-9.626, -5.524, -4.911], [-9.867, -6.944, -5.360], [-9.949, -6.808, -6.781], [-9.014, -5.467, -4.015], [-10.555, -4.976, -4.742], [-9.035, -7.607, -5.115], [-10.784, -7.364, -4.955]]
}